A.
DFT (ωB97M-V/def2-TZVPD) results for C2H3BF2O in the gas phase.

Geometry as XYZ:
```
9
Properties=species:S:1:pos:R:3
B -0.27 0.07 0.70
C 2.22 -0.13 0.08
C 1.00 0.59 -0.45
O 2.89 0.19 0.94
F 2.41 -1.29 -0.63
F 1.28 1.92 -0.44
H -0.35 -1.13 1.10
H -0.76 0.84 1.45
H 0.89 0.12 -1.53
```

Properties
SMILES string: B[C@@H](F)C(=O)F
E_LUMO (hartree): -0.03131
HOMO-LUMO gap (eV): 10.688
Spin multiplicity: 1
Net charge: 0
HOMO level (hartree): -0.4241

Results of the Mulliken charge analysis, in e, for atoms 1 through 8: B 0.18; C 0.37; C 0.08; O -0.37; F -0.24; F -0.26; H -0.01; H 0.00



B.
DFT (ωB97M-V/def2-TZVPD) results for C2H3BF2O in the gas phase.

Geometry as XYZ:
```
9
Properties=species:S:1:pos:R:3
B -1.03 0.79 -0.71
C 0.77 -1.09 0.13
C 0.20 0.21 0.69
O 0.77 -2.19 0.51
F 1.35 -0.74 -1.11
F -0.46 0.02 1.89
H -0.49 1.58 -1.36
H -2.20 0.58 -0.79
H 1.09 0.83 0.74
```

Properties
SMILES string: B[C@@H](F)C(=O)F
E_LUMO (hartree): -0.03119
HOMO-LUMO gap (eV): 10.249
Spin multiplicity: 1
Net charge: 0
HOMO level (hartree): -0.4078

Results of the Mulliken charge analysis, in e, for atoms 1 through 8: B 0.21; C 0.45; C 0.00; O -0.41; F -0.25; F -0.26; H -0.01; H 0.01



Structures ranked by computed energy, the most stable listed first: A, B.



A.
DFT (ωB97M-V/def2-TZVPD) results for 2 unconnected molecules or ions with the total composition C5H15N2.

Geometry as XYZ:
```
22
Properties=species:S:1:pos:R:3
C 0.18 1.18 -1.35
C 0.21 2.66 -1.01
N 1.64 2.94 -0.68
H -0.78 0.97 -1.87
H 0.96 0.89 -2.05
H 0.26 0.63 -0.41
H -0.06 3.27 -1.88
H -0.40 2.93 -0.15
H 1.90 2.34 0.09
H 1.85 3.94 -0.53
H 2.25 2.70 -1.50
C -0.52 -0.72 2.33
C -1.00 -1.48 1.34
N -0.38 -2.60 0.71
C -0.61 -2.74 -0.72
H 0.28 -1.09 3.01
H -1.12 0.16 2.63
H -2.03 -1.38 1.03
H 0.56 -2.78 1.08
H -0.10 -3.66 -1.08
H -1.70 -2.80 -0.93
H -0.21 -1.89 -1.26
```

Properties
⟨S²⟩: 0.75
E_LUMO (alpha / beta) (hartree): 0.03569 / 0.02706
HOMO-LUMO gap (alpha / beta) (eV): 4.510 / 9.025
Spin multiplicity: 2
Net charge: 0
HOMO level (alpha / beta) (hartree): -0.1301 / -0.3046

Results of the Mulliken charge analysis, in e, for atoms 1 through 8: C -0.93; C -0.80; N -2.51; H 0.30; H 0.44; H 0.14; H 0.59; H 0.31



B.
DFT (ωB97M-V/def2-TZVPD) results for 2 unconnected molecules or ions with the total composition C5H15N2.

Geometry as XYZ:
```
22
Properties=species:S:1:pos:R:3
C 1.19 1.48 0.29
C 0.30 1.85 -0.71
N -0.24 0.95 -1.63
N 1.73 2.56 1.12
H 1.40 0.48 0.64
H -0.03 2.89 -0.78
H -0.88 1.31 -2.30
H -0.28 -0.02 -1.40
H 2.75 2.44 1.22
H 1.35 2.58 2.07
H 1.56 3.48 0.71
C -0.36 -2.69 1.25
C -1.31 -1.78 0.48
C -1.28 -2.12 -1.01
H -0.72 -3.72 1.25
H -0.31 -2.38 2.30
H 0.67 -2.66 0.88
H -1.09 -0.72 0.63
H -2.31 -1.94 0.89
H -1.87 -1.48 -1.66
H -0.24 -2.13 -1.36
H -1.65 -3.15 -1.12
```

Properties
⟨S²⟩: 0.75
E_LUMO (alpha / beta) (hartree): 0.01765 / 0.01098
HOMO-LUMO gap (alpha / beta) (eV): 3.169 / 6.983
Spin multiplicity: 2
Net charge: 0
HOMO level (alpha / beta) (hartree): -0.0988 / -0.2456

Results of the Mulliken charge analysis, in e, for atoms 1 through 8: C -0.70; C -0.57; N -0.40; N -0.26; H 0.40; H 0.24; H 0.21; H 0.17



Structures ranked by computed energy, the most stable listed first: A, B.



A.
DFT (ωB97M-V/def2-TZVPD) results for 2 unconnected molecules or ions with the total composition C5H15N2.

Geometry as XYZ:
```
22
Properties=species:S:1:pos:R:3
N 4.05 -0.29 1.43
C -0.09 0.43 -0.04
C -1.20 -0.12 0.77
C -1.25 -1.59 0.53
C -2.77 0.59 0.59
C 0.19 0.31 -1.53
N 0.89 1.39 -2.20
H 4.87 -0.07 0.81
H 3.04 -0.44 1.08
H 4.36 -1.13 1.94
H 0.14 1.34 0.42
H -0.96 0.13 1.81
H -0.33 -2.03 0.71
H -1.98 -2.24 1.04
H -1.54 -1.67 -0.56
H -2.66 1.68 0.34
H -2.94 0.08 -0.41
H -3.45 0.28 1.37
H 0.82 -0.63 -1.78
H -0.83 0.04 -2.08
H 1.36 1.94 -1.51
H 0.27 2.02 -2.73
```

Properties
⟨S²⟩: 0.75
E_LUMO (alpha / beta) (hartree): 0.03513 / 0.00586
HOMO-LUMO gap (alpha / beta) (eV): 8.715 / 9.444
Spin multiplicity: 2
Net charge: 0
HOMO level (alpha / beta) (hartree): -0.2852 / -0.3412

Results of the Mulliken charge analysis, in e, for atoms 1 through 8: N -0.65; C -0.72; C 0.27; C -1.31; C -0.98; C -0.21; N -0.58; H 0.21



B.
DFT (ωB97M-V/def2-TZVPD) results for C5H15N2 in the gas phase.

Geometry as XYZ:
```
22
Properties=species:S:1:pos:R:3
C 0.41 1.80 1.09
C 0.35 1.12 -0.31
C -1.03 0.56 -0.60
C -1.39 -0.90 -0.16
C -0.87 -1.95 -1.15
N 0.58 -2.12 -1.17
N 1.52 1.29 1.97
H -0.47 1.65 1.68
H 0.63 2.86 0.94
H 1.15 0.39 -0.34
H 0.57 1.95 -0.99
H -1.68 1.16 0.03
H -1.40 0.63 -1.62
H -2.48 -0.93 -0.13
H -0.86 -1.10 0.76
H -1.25 -2.89 -0.72
H -1.33 -1.86 -2.13
H 1.02 -1.51 -0.50
H 0.95 -1.91 -2.09
H 2.28 1.99 2.13
H 1.95 0.39 1.66
H 1.12 1.02 2.90
```

Properties
⟨S²⟩: 0.75
E_LUMO (alpha / beta) (hartree): 0.03512 / 0.02854
HOMO-LUMO gap (alpha / beta) (eV): 4.754 / 9.990
Spin multiplicity: 2
Net charge: 0
HOMO level (alpha / beta) (hartree): -0.1396 / -0.3386

Results of the Mulliken charge analysis, in e, for atoms 1 through 8: C -0.95; C -0.97; C -0.83; C -0.78; C -0.59; N -0.59; N -1.94; H 0.57



Structures ranked by computed energy, the most stable listed first: A, B.



A.
DFT (ωB97M-V/def2-TZVPD) results for C3H2BrClN2 in the gas phase.

Geometry as XYZ:
```
9
Properties=species:S:1:pos:R:3
C 0.55 0.91 -0.06
C 1.72 0.10 -0.04
C 1.37 -1.21 -0.02
N -0.54 0.18 -0.05
N -0.23 -1.08 -0.08
Cl 2.12 -2.70 0.01
Br 3.48 0.76 0.00
H 0.52 1.98 -0.08
H -0.88 -1.83 0.10
```

Properties
SMILES string: Clc1[nH]ncc1Br
E_LUMO (hartree): 0.02681
HOMO-LUMO gap (eV): 10.006
Spin multiplicity: 1
Net charge: 0
HOMO level (hartree): -0.3409

Results of the Mulliken charge analysis, in e, for atoms 1 through 8: C -0.18; C 0.15; C 0.15; N -0.61; N 0.10; Cl -0.17; Br -0.12; H 0.46



B.
DFT (ωB97M-V/def2-TZVPD) results for C3H2BrClN2 in the gas phase.

Geometry as XYZ:
```
9
Properties=species:S:1:pos:R:3
C 0.41 -0.73 -0.77
C -0.46 -1.76 -1.01
C -1.72 -0.91 0.78
N 0.17 0.31 0.08
N -0.99 0.16 0.80
Cl -3.31 -0.70 1.13
Br -0.57 -3.57 -1.18
H 1.28 -0.67 -1.49
H -1.23 1.01 1.19
```

Properties
E_LUMO (alpha / beta) (hartree): -0.01969 / -0.01967
HOMO-LUMO gap (alpha / beta) (eV): 7.555 / 7.555
Spin multiplicity: 1
Net charge: 0
HOMO level (alpha / beta) (hartree): -0.2973 / -0.2973

Results of the Mulliken charge analysis, in e, for atoms 1 through 8: C 0.28; C -0.26; C 0.05; N -0.81; N 0.28; Cl -0.14; Br 0.03; H 0.34



Structures ranked by computed energy, the most stable listed first: A, B.



A.
DFT (ωB97M-V/def2-TZVPD) results for 3 unconnected molecules or ions with the total composition C2H9O2S.

Geometry as XYZ:
```
14
Properties=species:S:1:pos:R:3
C -1.52 -1.61 -1.81
C -0.32 -0.75 -1.15
S -0.67 -0.13 0.47
H -1.81 -1.22 -2.80
H -2.31 -1.97 -1.09
H -1.16 -2.61 -2.10
H -0.15 0.22 -1.68
H 0.60 -1.34 -1.28
H 0.96 1.58 -0.22
H 0.41 2.82 -1.02
O 1.28 2.44 -0.54
H 1.25 0.65 2.11
H 1.51 -0.68 1.85
O 1.53 -0.08 2.59
```

Properties
E_LUMO (hartree): 0.15079
HOMO-LUMO gap (eV): 6.946
Spin multiplicity: 1
Net charge: -1
HOMO level (hartree): -0.1045

Results of the Mulliken charge analysis, in e, for atoms 1 through 8: C -0.96; C -0.34; S -0.72; H 0.26; H 0.26; H 0.26; H 0.14; H 0.24



B.
DFT (ωB97M-V/def2-TZVPD) results for 3 unconnected molecules or ions with the total composition C2H9O2S.

Geometry as XYZ:
```
14
Properties=species:S:1:pos:R:3
C 0.65 -0.25 -2.14
C 0.05 -0.74 -0.81
S 0.59 0.28 0.62
H 0.27 0.75 -2.36
H 1.74 -0.13 -2.04
H 0.44 -0.95 -2.96
H -1.03 -0.69 -0.92
H 0.35 -1.77 -0.64
H -0.84 3.53 -0.13
H -0.61 2.02 -0.20
O -1.25 2.73 -0.44
H 0.36 -2.79 2.23
H -0.32 -1.54 1.70
O -0.51 -2.46 2.02
```

Properties
E_LUMO (hartree): 0.14870
HOMO-LUMO gap (eV): 7.145
Spin multiplicity: 1
Net charge: -1
HOMO level (hartree): -0.1139

Results of the Mulliken charge analysis, in e, for atoms 1 through 8: C -1.01; C -0.54; S -0.74; H 0.22; H 0.29; H 0.34; H 0.32; H 0.35



Structures ranked by computed energy, the most stable listed first: B, A.



A.
DFT (ωB97M-V/def2-TZVPD) results for 3 unconnected molecules or ions with the total composition C2H10N2O3.

Geometry as XYZ:
```
17
Properties=species:S:1:pos:R:3
N 1.20 0.57 -0.21
C 0.22 -0.01 -1.20
C -1.10 -0.61 -0.50
N -0.76 -1.41 0.60
O -2.19 -0.80 -1.08
H 1.92 1.15 -0.74
H 0.68 1.23 0.37
H 0.02 0.74 -2.02
H 0.78 -0.81 -1.69
H 0.26 -1.23 0.97
H -1.36 -2.10 1.03
H 2.32 -0.23 1.24
H 2.76 -1.18 2.44
O 2.07 -0.71 2.10
H -2.19 1.07 -0.57
H -2.69 2.38 -0.51
O -1.94 1.95 -0.22
```

Properties
SMILES string: NCC(N)=O.O.O
E_LUMO (hartree): 0.02586
HOMO-LUMO gap (eV): 10.772
Spin multiplicity: 1
Net charge: 0
HOMO level (hartree): -0.3700

Results of the Mulliken charge analysis, in e, for atoms 1 through 8: N -0.65; C -0.41; C 0.38; N -0.33; O -0.67; H 0.25; H 0.26; H 0.30



B.
DFT (ωB97M-V/def2-TZVPD) results for 3 unconnected molecules or ions with the total composition C2H10N2O3.

Geometry as XYZ:
```
17
Properties=species:S:1:pos:R:3
C 0.69 -1.85 0.94
N 0.14 -0.73 0.15
C -1.28 -0.69 0.13
N -1.78 0.29 -0.71
O -1.98 -1.44 0.76
H 1.09 -1.48 1.87
H 1.49 -2.30 0.36
H -0.11 -2.54 1.22
H 0.41 -0.90 -0.82
H -1.09 0.69 -1.30
H -2.56 0.86 -0.43
H 0.27 2.80 1.04
H 0.55 1.53 1.83
O 0.97 2.33 1.50
H 1.72 1.31 -1.74
H 0.37 1.34 -2.53
O 1.11 0.78 -2.27
```

Properties
SMILES string: CNC(N)=O.O.O
E_LUMO (hartree): 0.01104
HOMO-LUMO gap (eV): 10.086
Spin multiplicity: 1
Net charge: 0
HOMO level (hartree): -0.3596

Results of the Mulliken charge analysis, in e, for atoms 1 through 8: C -0.86; N -0.21; C 0.52; N -0.36; O -0.58; H 0.22; H 0.34; H 0.31



C.
DFT (ωB97M-V/def2-TZVPD) results for 4 unconnected molecules or ions with the total composition C2H10N2O3.

Geometry as XYZ:
```
17
Properties=species:S:1:pos:R:3
O 1.79 1.29 1.50
C 0.88 2.15 1.61
N -0.15 2.24 0.69
C 0.79 -0.56 -1.57
N -0.44 -1.24 -1.77
H 1.00 2.96 2.41
H -0.83 3.02 0.81
H 1.47 -1.08 -0.94
H 0.68 0.49 -1.13
H -1.14 -0.66 -2.29
H 1.48 -0.45 -2.48
H -0.72 -0.93 1.06
H -1.04 0.67 1.06
O -1.27 -0.22 1.40
H -0.88 -3.36 -0.03
H -0.80 -1.73 -0.87
O -0.81 -2.59 0.54
```

Properties
E_LUMO (hartree): -0.20882
HOMO-LUMO gap (eV): 3.549
Spin multiplicity: 1
Net charge: 0
HOMO level (hartree): -0.3392

Results of the Mulliken charge analysis, in e, for atoms 1 through 8: O -0.45; C 0.28; N -0.61; C -0.66; N -0.25; H 0.32; H 0.18; H 0.32



Structures ranked by computed energy, the most stable listed first: B, A, C.



A.
DFT (ωB97M-V/def2-TZVPD) results for C9H8N2O in the gas phase.

Geometry as XYZ:
```
20
Properties=species:S:1:pos:R:3
C -1.18 1.04 0.41
C -1.90 1.25 -0.70
C -1.76 0.45 -1.84
C -0.92 -0.64 -1.74
C 0.06 -0.84 -0.75
C 1.30 -1.71 -0.87
C 1.98 -0.80 1.29
C 0.95 0.16 1.30
C -0.06 0.15 0.25
H -0.92 2.41 1.94
H -1.10 0.93 2.46
H -2.34 2.26 -0.62
H -2.51 0.63 -2.53
H -0.86 -1.24 -2.54
H 3.06 -2.02 -0.09
H 2.78 -0.58 1.86
H 1.01 0.92 2.13
N -1.44 1.61 1.72
N 2.14 -1.77 0.27
O 1.73 -2.20 -1.96
```

Properties
SMILES string: Nc1cccc2c(=O)[nH]ccc12
E_LUMO (hartree): 0.01016
HOMO-LUMO gap (eV): 8.506
Spin multiplicity: 1
Net charge: 0
HOMO level (hartree): -0.3024

Results of the Mulliken charge analysis, in e, for atoms 1 through 8: C 0.15; C 0.01; C -0.90; C -0.49; C -0.07; C 0.17; C -0.63; C -0.49



B.
DFT (ωB97M-V/def2-TZVPD) results for C9H8N2O in the gas phase.

Geometry as XYZ:
```
20
Properties=species:S:1:pos:R:3
C 0.14 1.56 -0.74
C -0.36 0.09 -0.65
C 0.26 -0.74 0.48
C 1.65 -1.13 0.42
C 2.00 -2.18 1.25
C 1.16 -2.80 2.19
C -0.18 -2.36 2.24
C -0.57 -1.27 1.38
C -1.79 2.17 -2.20
H -0.01 -0.19 -1.68
H -1.50 -0.01 -0.42
H 2.39 -0.62 -0.30
H 3.03 -2.65 1.27
H 1.41 -3.61 2.89
H -0.89 -3.09 2.73
H -1.55 -1.08 1.21
H -0.03 3.11 -2.15
N -0.47 2.32 -1.85
N -2.93 2.27 -2.55
O 0.89 2.00 0.13
```

Properties
SMILES string: N#CNC(=O)Cc1ccccc1
E_LUMO (hartree): 0.02021
HOMO-LUMO gap (eV): 9.867
Spin multiplicity: 1
Net charge: 0
HOMO level (hartree): -0.3424

Results of the Mulliken charge analysis, in e, for atoms 1 through 8: C 0.49; C -0.79; C 0.77; C -0.48; C -0.34; C -0.44; C -0.49; C -0.46



Structures ranked by computed energy, the most stable listed first: A, B.



A.
DFT (ωB97M-V/def2-TZVPD) results for a gas-phase ion, C3H7O2 (charge -1).

Geometry as XYZ:
```
12
Properties=species:S:1:pos:R:3
C 0.10 -0.24 -1.82
O 0.41 0.46 -0.65
H -0.97 -0.31 -2.03
H 0.63 0.15 -2.69
H 0.46 -1.27 -1.66
O 0.73 -1.37 0.73
C -0.07 -0.36 0.50
C -0.05 0.69 1.67
H -1.14 -0.65 0.33
H -0.57 1.62 1.37
H 0.99 0.97 1.69
H -0.51 0.32 2.57
```

Properties
SMILES string: CO[C@H](C)[O-]
E_LUMO (hartree): 0.16625
HOMO-LUMO gap (eV): 7.044
Spin multiplicity: 1
Net charge: -1
HOMO level (hartree): -0.0926

Results of the Mulliken charge analysis, in e, for atoms 1 through 8: C -0.79; O -0.30; H 0.25; H 0.24; H 0.31; O -0.88; C 0.36; C -1.25



B.
DFT (ωB97M-V/def2-TZVPD) results for 3 unconnected molecules or ions with the total composition C3H7O2.

Geometry as XYZ:
```
12
Properties=species:S:1:pos:R:3
C -1.72 -0.67 0.25
O -2.61 -1.38 -0.16
H -0.84 -1.17 0.67
H -1.68 0.43 0.30
H 3.97 -0.85 -0.83
C 1.29 1.85 0.47
C 0.96 0.79 -0.35
O 1.12 -0.44 -0.09
H 1.13 2.85 0.07
H 1.79 1.77 1.43
H 0.45 1.10 -1.29
H 3.84 -1.12 -0.16
```

Properties
E_LUMO (hartree): 0.15330
HOMO-LUMO gap (eV): 6.620
Spin multiplicity: 1
Net charge: -1
HOMO level (hartree): -0.0900

Results of the Mulliken charge analysis, in e, for atoms 1 through 8: C -0.04; O -0.50; H 0.20; H 0.26; H 0.02; C -0.86; C -0.18; O -0.74



C.
DFT (ωB97M-V/def2-TZVPD) results for 2 unconnected molecules or ions with the total composition C3H7O2.

Geometry as XYZ:
```
12
Properties=species:S:1:pos:R:3
O 2.24 -1.20 -0.99
C 1.28 -0.52 -0.69
C 1.25 0.95 -1.11
H 0.50 -0.75 0.09
H 2.28 1.25 -1.27
H 0.76 1.56 -0.36
H 0.71 1.04 -2.06
C -1.82 -0.47 1.28
O -0.80 0.29 0.78
H -2.77 -0.36 0.70
H -1.60 -1.57 1.30
H -2.03 -0.23 2.34
```

Properties
E_LUMO (hartree): 0.16012
HOMO-LUMO gap (eV): 6.915
Spin multiplicity: 1
Net charge: -1
HOMO level (hartree): -0.0940

Results of the Mulliken charge analysis, in e, for atoms 1 through 8: O -0.58; C 0.29; C -0.81; H 0.27; H 0.30; H 0.27; H 0.19; C -0.66



Structures ranked by computed energy, the most stable listed first: A, C, B.